This record from the Open Molecules 2025 dataset describes a structure of composition C36H31BrF4IrO4PS2 at a distorted geometry. The level of theory is ωB97M-V with the def2-TZVPD basis set.

Calculated values
HOMO-LUMO gap (alpha / beta) in eV: 3.9 / 3.7
Highest occupied orbital energy (alpha / beta) in eV: -12.7 / -12.7
Energy above the lowest of the compared OMol25 structures with the same formula, charge and spin in eV: 5.7036
Molecular weight in Da: 970.86

The geometry in ORCA input format:
```
! wB97M-V def2-TZVPD RIJCOSX def2/J DEFGRID3
* xyz 2 1
Ir 0.3095 0.4949 0.0118
F 4.2061 -0.0424 5.9329
C 3.8498 -0.0413 4.6670
C 4.8096 -0.1054 3.6582
F 6.0909 -0.1732 3.9600
C 4.3995 -0.0901 2.3300
F 5.3178 -0.1641 1.3709
C 3.0591 0.0009 1.9597
P 2.6551 0.1069 0.1663
C 3.6839 1.4889 -0.4086
C 3.1877 2.7622 -0.1176
C 3.8668 3.8855 -0.5482
C 5.0316 3.7429 -1.2891
C 5.5339 2.4805 -1.5655
C 4.8695 1.3478 -1.1254
C 3.2911 -1.4403 -0.5036
C 3.6286 -1.4943 -1.8576
C 4.1653 -2.6542 -2.3850
C 4.3247 -3.7738 -1.5804
C 3.9180 -3.7433 -0.2539
C 3.3937 -2.5839 0.2876
C 2.1209 0.0429 2.9858
Br 0.2477 0.1157 2.6614
C 2.5027 0.0206 4.3204
F 1.5738 0.0656 5.2651
H 2.2720 2.8575 0.4540
H 3.4938 4.8706 -0.3102
H 5.5515 4.6174 -1.6497
H 6.4531 2.3770 -2.1236
H 5.2861 0.3704 -1.3184
H 3.4802 -0.6261 -2.4856
H 4.4613 -2.6873 -3.4228
H 4.7567 -4.6744 -1.9908
H 4.0175 -4.6268 0.3597
H 3.0778 -2.5653 1.3222
O -1.9052 0.6320 -0.6896
S -3.1240 0.1072 -0.0296
C -3.7317 1.6831 0.8700
C -4.1611 2.7981 -0.0606
C -3.0169 3.4054 -0.8800
C -2.1346 4.3475 -0.0633
S -0.3211 3.9927 -0.0874
O -0.1610 2.6212 0.5254
C -0.0971 3.7925 -1.8703
C 0.0536 2.5547 -2.4692
C 0.1938 2.4731 -3.8439
C 0.2173 3.6310 -4.6063
C 0.1124 4.8718 -3.9964
C -0.0430 4.9561 -2.6236
C -4.3054 -0.0183 -1.3716
C -3.8358 0.0208 -2.6749
C -4.7471 0.0956 -3.7159
C -6.1074 0.1173 -3.4464
C -6.5656 0.0164 -2.1397
C -5.6628 -0.0679 -1.0918
H -2.8661 1.9479 1.4761
H -4.5434 1.3422 1.5059
H -4.6226 3.5820 0.5521
H -4.9384 2.4390 -0.7361
H -3.4467 3.9518 -1.7200
H -2.4191 2.5894 -1.2858
H -2.3863 4.3236 0.9974
H -2.2090 5.3786 -0.4061
H 0.0593 1.6315 -1.8695
H 0.2747 1.5100 -4.3244
H 0.3286 3.5626 -5.6773
H 0.1445 5.7708 -4.5918
H -0.1167 5.9182 -2.1388
H -2.7734 0.0067 -2.8632
H -4.3945 0.1452 -4.7352
H -6.8135 0.2017 -4.2589
H -7.6257 0.0098 -1.9383
H -6.0163 -0.1647 -0.0758
C -1.1386 -3.8039 0.3376
C -1.3490 -2.3352 0.0358
O -2.5366 -1.9292 -0.0271
O -0.3167 -1.6434 -0.1214
H -2.0134 -4.2265 0.8204
H -0.2556 -3.9116 0.9637
H -0.9596 -4.3250 -0.6011
*
```

=====

This record from the Open Molecules 2025 dataset describes a structure of composition C29H58BClN2O9P2ScSi4Te at a distorted geometry. The level of theory is ωB97M-V with the def2-TZVPD basis set.

Calculated values
HOMO-LUMO gap in eV: 6.7
Highest occupied orbital energy in eV: -4.3
Molecular weight in Da: 971.90

The geometry in ORCA input format:
```
! wB97M-V def2-TZVPD RIJCOSX def2/J DEFGRID3
* xyz -1 1
Sc 0.1239 -0.0678 0.5394
C -2.0456 4.6300 1.2183
C -1.0926 3.6746 0.5482
O -0.6191 4.1432 -0.7046
P 0.4497 3.2817 1.4861
O 1.3291 4.6256 1.3846
O 0.2991 3.1710 3.0367
O 1.1315 2.1244 0.8628
P -1.7334 1.9631 0.4252
O -3.2881 2.1426 0.1283
O -1.4454 1.4201 1.7956
O -1.0006 1.2994 -0.7197
H -1.5657 5.5844 1.4322
H -2.3838 4.1688 2.1446
H -2.9058 4.7860 0.5688
H -0.5847 3.3564 -1.2728
H 1.3570 4.9405 0.4818
H 0.4901 2.2252 3.3056
H -3.6650 1.2426 0.3040
C 2.0068 -0.2037 5.5288
C 0.6743 0.3408 4.9860
C 0.3011 1.5994 5.7706
O 0.9056 0.6663 3.6107
B 0.4189 -0.3724 2.7543
O -0.2866 -1.2476 3.5665
C -0.4505 -0.7371 4.8888
C -0.3255 -1.8870 5.8842
C -1.8634 -0.1385 4.9377
H 2.7793 0.5417 5.3451
H 2.2975 -1.1136 5.0078
H 1.9475 -0.3972 6.5967
H 1.1326 2.3037 5.7459
H 0.0897 1.3399 6.8076
H -0.5662 2.0864 5.3345
H 0.6052 -2.4270 5.7366
H -1.1418 -2.5874 5.7256
H -0.3688 -1.5139 6.9051
H -1.9664 0.6052 4.1488
H -2.0935 0.3098 5.9016
H -2.5774 -0.9357 4.7371
Cl 5.3692 -5.3585 -0.6729
C 4.4958 -3.8434 -0.6771
C 4.1203 -3.2638 -1.8790
C 3.4034 -2.0909 -1.8632
C 3.0628 -1.4231 -0.6605
C 2.3239 -0.2116 -0.6368
C 3.5061 -2.0445 0.5357
C 4.1940 -3.2302 0.5326
H 4.3837 -3.7316 -2.8197
H 3.1058 -1.6455 -2.8025
H 2.2886 0.2877 -1.6112
H 2.6661 0.4607 0.1572
H 3.2546 -1.5825 1.4812
H 4.5075 -3.6844 1.4620
N 2.1554 -6.1487 -0.8323
C 1.4722 -4.9694 -0.7163
C 1.1604 -4.1814 -1.8287
C 0.4901 -2.9920 -1.6474
N 0.0735 -2.5427 -0.4635
C 0.2728 -3.3538 0.5842
C 0.9652 -4.5374 0.5143
H 2.7382 -6.2432 -1.6492
H 2.5831 -6.4964 0.0118
H 1.4766 -4.4856 -2.8135
H 0.2659 -2.3559 -2.4951
H -0.1367 -3.0099 1.5275
H 1.1112 -5.1345 1.3993
C -5.1771 -5.6899 -1.5710
Si -3.7204 -4.4591 -1.3218
C -2.2231 -5.5934 -0.9215
C -3.3001 -3.7417 -3.0558
Si -4.2403 -2.7835 0.2760
Te -2.5851 -0.9473 0.8377
Si -6.2711 -1.8248 -0.5439
C -6.0189 -0.9624 -2.2452
C -7.8195 -2.9432 -0.8193
C -6.8895 -0.4271 0.6220
Si -4.7783 -3.8504 2.3210
C -3.1994 -4.7055 2.9935
C -5.2238 -2.5421 3.6542
C -6.2047 -5.1447 2.3686
H -4.9598 -6.4841 -2.2799
H -6.0632 -5.1730 -1.9173
H -5.4263 -6.1550 -0.6243
H -2.1603 -6.4716 -1.5597
H -2.2661 -5.9417 0.1045
H -1.2964 -5.0450 -1.0365
H -3.0002 -4.4947 -3.7807
H -2.4801 -3.0368 -2.9637
H -4.1439 -3.2035 -3.4734
H -5.8976 -1.6915 -3.0391
H -5.1157 -0.3620 -2.2180
H -6.8435 -0.3101 -2.5205
H -7.6689 -3.6203 -1.6521
H -8.7177 -2.3679 -1.0250
H -8.0115 -3.5534 0.0551
H -6.0293 0.0758 1.0551
H -7.4775 -0.8257 1.4418
H -7.4932 0.3182 0.1113
H -2.4105 -3.9621 3.0412
H -2.8609 -5.4901 2.3262
H -3.3116 -5.1380 3.9834
H -4.6098 -1.6645 3.4680
H -5.0344 -2.8796 4.6704
H -6.2608 -2.2294 3.5936
H -5.9621 -6.0114 1.7651
H -7.1111 -4.7128 1.9604
H -6.4296 -5.4934 3.3724
*
```

=====

This record from the Open Molecules 2025 dataset describes a structure of composition C4H13N2 at a distorted geometry. The level of theory is ωB97M-V with the def2-TZVPD basis set.

Calculated values
<S²>: 0.7583
HOMO-LUMO gap (alpha / beta) in eV: 10.1 / 6.6
Highest occupied orbital energy (alpha / beta) in eV: -8.9 / -8.0
Energy above the lowest of the compared OMol25 structures with the same formula, charge and spin in eV: 3.1791
Molecular weight in Da: 89.16

The geometry in ORCA input format:
```
! wB97M-V def2-TZVPD RIJCOSX def2/J DEFGRID3
* xyz 0 2
C 0.3891 0.4268 -1.1672
C -0.8151 -0.5362 -1.3003
C -2.1492 -0.3072 -0.3677
C -1.7393 -0.2620 1.1400
N -0.9985 0.9186 1.5398
N 0.9073 0.5550 0.1241
H -0.0340 1.4978 -1.5165
H 1.1144 0.0022 -1.8631
H -1.2397 -0.4974 -2.3303
H -0.3553 -1.5866 -1.0876
H -2.7690 -1.1252 -0.5409
H -2.4753 0.8262 -0.6611
H -2.7097 -0.3287 1.7133
H 6.2637 -0.6866 0.8705
H -1.2021 -1.2301 1.2164
H 0.0123 0.8396 0.8794
H 6.9271 -0.5868 0.5735
H 1.7862 1.0195 0.2624
H -0.9131 1.0610 2.5152
*
```

=====

This record from the Open Molecules 2025 dataset describes the ion C11H15N2 with charge +1 at a distorted geometry. The level of theory is ωB97M-V with the def2-TZVPD basis set.

Calculated values
HOMO-LUMO gap in eV: 9.1
Highest occupied orbital energy in eV: -12.1
Energy above the lowest of the compared OMol25 structures with the same formula, charge and spin in eV: 3.1101
SMILES string: C[C@@H](C1C=CC=C1)[n+]1ccn(C)c1
Molecular weight in Da: 175.26

The geometry in ORCA input format:
```
! wB97M-V def2-TZVPD RIJCOSX def2/J DEFGRID3
* xyz 1 1
C 2.5207 -1.2018 0.7066
C 1.3957 -0.2305 0.9879
C 1.4834 1.1046 -0.0129
C 1.1921 0.4166 -1.3626
C 0.6022 1.2555 -2.1861
C 0.4547 2.6381 -1.6391
C 0.9118 2.6670 -0.3574
N 0.0553 -0.6797 0.8271
C -0.2912 -1.9899 0.6157
C -1.6980 -2.0012 0.4785
N -2.1461 -0.7295 0.5870
C -3.5920 -0.4073 0.2265
C -1.1145 0.0606 0.8009
H 3.3753 -0.4924 0.5309
H 2.2247 -1.7963 -0.1554
H 2.8256 -1.6087 1.6611
H 1.4717 0.0812 2.1501
H 2.5521 1.2769 0.1397
H 1.5608 -0.5401 -1.6969
H 0.2299 0.9793 -3.0666
H 0.0845 3.4641 -2.2711
H 0.7993 3.3340 0.4534
H 0.2208 -2.8831 0.7222
H -2.3730 -2.8186 0.3072
H -4.0954 -1.2501 0.5057
H -3.8757 0.2923 1.0461
H -3.6107 -0.0529 -0.8221
H -1.1640 1.1121 0.8238
*
```

=====

This record from the Open Molecules 2025 dataset describes a cluster of 2 separate species, C4BrF8I in total at a distorted geometry. The level of theory is ωB97M-V with the def2-TZVPD basis set.

Calculated values
HOMO-LUMO gap (alpha / beta) in eV: 8.3 / 8.0
Highest occupied orbital energy (alpha / beta) in eV: -9.2 / -9.1
Molecular weight in Da: 406.84

The geometry in ORCA input format:
```
! wB97M-V def2-TZVPD RIJCOSX def2/J DEFGRID3
* xyz 0 1
C -2.1116 -0.1108 -0.5517
C 2.1238 0.1018 -0.1773
C -2.8556 0.6920 0.4797
C 2.7705 -0.9577 0.7571
F -1.3348 -1.0339 -0.0008
F 1.4996 -0.4295 -1.2526
F -4.0102 1.1954 -0.0618
F -3.2176 -0.0004 1.5790
F -2.1696 1.8024 0.8521
F 2.9324 -0.2944 1.9330
F 3.9422 -1.4366 0.3657
F 1.8899 -1.9369 0.8557
Br -2.3852 -0.3887 -2.3005
I 3.0277 1.9460 -0.4437
*
```